Record 1
DFT (wB97M-V/def2-TZVPD) results for a structure of composition C36H43CoN2OP2SSi.

Last column: Löwdin charge in e.
Cartesian coordinates (Å):
Co1 0.038 0.129 0.106  -0.154
C1 3.439 2.770 -2.796  -0.417
S1 2.431 2.957 -4.282  0.806
C2 1.228 4.196 -3.712  -0.485
C3 -0.102 3.621 -3.231  -0.246
C4 0.088 2.667 -2.066  -0.324
N1 -1.185 2.071 -1.558  -0.363
P1 -1.210 2.176 0.224  1.011
C5 -0.983 3.959 0.536  -0.355
C6 -0.171 4.327 1.606  -0.087
C7 0.026 5.668 1.914  -0.081
C8 -0.576 6.651 1.143  -0.086
C9 -1.379 6.295 0.064  -0.077
C10 -1.583 4.956 -0.235  -0.115
C11 -2.965 1.888 0.661  -0.333
C12 -3.965 2.862 0.701  -0.080
C13 -5.274 2.515 1.015  -0.083
C14 -5.602 1.197 1.297  -0.083
C15 -4.612 0.224 1.292  -0.069
C16 -3.304 0.570 0.992  -0.117
P2 -1.183 0.292 -1.640  0.922
C17 -2.932 -0.037 -2.082  -0.338
C18 -3.356 -1.365 -2.123  -0.087
C19 -4.679 -1.676 -2.408  -0.081
C20 -5.592 -0.660 -2.659  -0.091
C21 -5.174 0.664 -2.635  -0.081
C22 -3.851 0.976 -2.347  -0.101
C23 -0.437 -0.154 -3.248  -0.326
C24 0.560 -1.127 -3.256  -0.105
C25 1.161 -1.508 -4.451  -0.077
C26 0.771 -0.911 -5.641  -0.084
C27 -0.242 0.042 -5.643  -0.076
C28 -0.855 0.405 -4.454  -0.086
H1 4.200 2.023 -3.021  0.028
H2 2.849 2.427 -1.943  0.013
H3 3.935 3.706 -2.539  0.037
H4 1.062 4.878 -4.545  0.067
H5 1.706 4.777 -2.918  0.081
H6 -0.593 3.086 -4.048  0.093
H7 -0.753 4.452 -2.948  0.099
H8 0.626 3.170 -1.255  0.099
H9 0.759 1.874 -2.407  0.061
H10 0.314 3.555 2.194  0.103
H11 0.658 5.944 2.749  0.103
H12 -0.420 7.697 1.377  0.102
H13 -1.848 7.062 -0.539  0.104
H14 -2.213 4.674 -1.072  0.102
H15 -3.740 3.897 0.490  0.087
H16 -6.039 3.283 1.038  0.102
H17 -6.625 0.931 1.535  0.103
H18 -4.854 -0.807 1.524  0.108
H19 -2.527 -0.189 0.985  0.066
H20 -2.646 -2.165 -1.928  0.089
H21 -4.996 -2.712 -2.432  0.102
H22 -6.627 -0.899 -2.872  0.099
H23 -5.882 1.461 -2.830  0.102
H24 -3.523 2.007 -2.313  0.092
H25 0.833 -1.599 -2.317  0.071
H26 1.927 -2.275 -4.452  0.102
H27 1.244 -1.199 -6.573  0.103
H28 -0.559 0.494 -6.575  0.106
H29 -1.670 1.123 -4.459  0.106
O1 1.820 0.937 0.691  -0.193
N2 2.904 0.255 0.420  -0.192
C29 3.026 -0.371 -0.758  -0.049
C30 4.163 -1.097 -1.049  -0.034
C31 5.179 -1.188 -0.118  -0.058
C32 5.025 -0.537 1.095  -0.041
C33 3.874 0.179 1.343  -0.006
H30 2.171 -0.249 -1.406  0.094
H31 4.233 -1.591 -2.009  0.119
H32 6.072 -1.761 -0.328  0.113
H33 5.785 -0.587 1.863  0.114
H34 3.653 0.707 2.258  0.143
C34 -0.901 -3.421 0.007  -0.259
Si1 0.212 -2.073 0.769  0.453
C35 1.879 -3.015 0.907  -0.247
C36 -0.336 -2.024 2.607  -0.241
H35 -0.818 -4.376 0.544  0.020
H36 -0.634 -3.606 -1.043  0.009
H37 -1.958 -3.125 0.033  0.002
H38 1.740 -3.942 1.482  0.024
H39 2.655 -2.431 1.420  0.002
H40 2.274 -3.301 -0.078  0.012
H41 -0.597 -3.026 2.977  0.021
H42 -1.194 -1.368 2.786  -0.001
H43 0.487 -1.649 3.228  0.013

Values from the calculation:
Charge: 0
Electronic energy (eV): -117972.66514
Kohn-Sham gap (spin up / spin down) (eV): 6.4605 / 6.4894
M (Da): 700.79
Energy relative to the best compared isomer or geometry (same formula, charge and spin) (kcal/mol): 0.0

---

Record 2
DFT (wB97M-V/def2-TZVPD) results for a structure of composition C36H44Cl5IN2O5Si4Sn.

Last column: Löwdin charge in e.
Cartesian coordinates (Å):
Sn1 -0.847 -1.264 0.301  1.120
C1 -3.047 0.568 -3.579  -0.021
C2 -3.369 1.473 -2.433  -0.269
N1 -4.074 2.547 -2.663  0.099
C3 -4.423 3.333 -1.625  -0.135
C4 -4.144 3.023 -0.322  -0.177
C5 -4.675 3.922 0.762  -0.229
O1 -5.850 3.416 1.400  -0.067
C6 -3.398 1.849 -0.033  -0.078
C7 -3.257 1.444 1.350  -0.107
N2 -2.818 0.308 1.747  0.012
C8 -2.788 0.052 3.125  -0.352
C9 -2.363 0.999 4.054  -0.027
C10 -2.333 0.700 5.404  -0.107
C11 -2.713 -0.555 5.845  -0.120
C12 -3.120 -1.513 4.929  -0.163
C13 -3.152 -1.216 3.578  -0.653
I1 -3.784 -2.661 2.221  0.911
C14 -2.897 1.082 -1.116  -0.312
O2 -2.101 0.083 -1.051  -0.231
H1 -3.292 1.071 -4.513  0.072
H2 -2.001 0.279 -3.567  0.052
H3 -3.623 -0.357 -3.507  0.088
H4 -4.982 4.229 -1.865  0.096
H5 -3.906 4.135 1.515  0.109
H6 -4.972 4.876 0.320  0.111
H7 -5.734 2.464 1.507  0.075
H8 -3.617 2.167 2.092  0.115
H9 -2.008 1.959 3.706  0.101
H10 -1.978 1.441 6.107  0.098
H11 -2.663 -0.804 6.895  0.095
H12 -3.405 -2.501 5.259  0.083
Cl1 4.476 -5.048 5.130  0.594
C15 3.203 -4.074 4.470  -0.742
C16 2.694 -4.327 3.198  -0.719
Cl2 3.353 -5.633 2.270  0.637
C17 1.692 -3.545 2.663  -0.608
Cl3 1.093 -3.852 1.066  0.694
C18 1.127 -2.423 3.351  -0.544
O3 0.246 -1.687 2.867  -0.209
C19 1.660 -2.230 4.670  -0.611
Cl4 0.962 -0.940 5.586  0.691
C20 2.660 -3.015 5.196  -0.714
Cl5 3.265 -2.686 6.790  0.619
O4 -2.164 -3.215 -1.591  -0.023
C21 -1.157 -2.870 -2.195  -0.665
O5 -0.191 -2.181 -1.726  -0.254
C22 -1.012 -3.277 -3.651  -0.118
C23 -2.079 -3.880 -4.302  -0.028
C24 -1.973 -4.243 -5.635  -0.101
C25 -0.791 -4.012 -6.325  -0.116
C26 0.280 -3.414 -5.678  -0.087
C27 0.168 -3.042 -4.347  -0.032
H13 -2.985 -4.055 -3.736  0.111
H14 -2.813 -4.705 -6.139  0.090
H15 -0.706 -4.295 -7.368  0.088
H16 1.204 -3.228 -6.212  0.095
H17 0.983 -2.555 -3.833  0.089
C28 3.314 -1.203 -2.598  -0.221
Si1 2.211 0.319 -2.408  0.324
C29 3.250 1.806 -2.970  -0.221
C30 0.830 0.194 -3.679  -0.216
Si2 1.385 0.450 -0.225  0.356
Si3 3.325 0.264 1.086  0.334
C31 4.826 1.299 0.554  -0.224
C32 2.910 0.816 2.847  -0.224
C33 4.034 -1.489 1.091  -0.211
Si4 0.882 2.729 -0.030  0.325
C34 -0.104 3.347 -1.521  -0.207
C35 -0.128 3.025 1.543  -0.215
C36 2.324 3.953 0.119  -0.228
H18 3.597 -1.351 -3.643  0.021
H19 2.792 -2.088 -2.239  0.022
H20 4.225 -1.097 -2.012  0.004
H21 3.582 1.640 -3.998  0.018
H22 4.128 1.964 -2.350  0.003
H23 2.666 2.723 -2.955  0.001
H24 1.238 0.046 -4.683  0.031
H25 0.227 1.100 -3.685  0.017
H26 0.186 -0.647 -3.434  -0.012
H27 4.622 2.365 0.517  -0.003
H28 5.197 0.994 -0.422  0.006
H29 5.626 1.126 1.280  0.023
H30 3.025 1.897 2.940  0.014
H31 3.568 0.344 3.579  0.024
H32 1.883 0.569 3.109  -0.002
H33 4.767 -1.597 0.291  0.014
H34 3.281 -2.250 0.935  -0.020
H35 4.540 -1.693 2.038  0.030
H36 -0.801 2.605 -1.896  0.003
H37 0.573 3.599 -2.339  0.014
H38 -0.670 4.246 -1.264  0.026
H39 -0.889 2.261 1.648  -0.015
H40 -0.611 4.005 1.530  0.026
H41 0.508 2.962 2.426  0.022
H42 3.032 3.853 -0.701  0.007
H43 2.868 3.824 1.052  0.007
H44 1.920 4.969 0.104  0.021

Values from the calculation:
Charge: -2
Electronic energy (eV): -159326.04855
Kohn-Sham gap (eV): 5.7014
M (Da): 1119.98
Energy relative to the best compared isomer or geometry (same formula, charge and spin) (kcal/mol): 14.7

---

Record 3
DFT (wB97M-V/def2-TZVPD) results for a structure of composition C36H44N3PTi in a non-equilibrium geometry.

Last column: Löwdin charge in e.
Cartesian coordinates (Å):
Ti1 0.567 -0.429 0.222  0.781
N1 -1.567 -3.764 1.691  0.046
N2 1.979 -1.223 -0.911  -0.042
C1 0.143 1.953 -0.205  -0.270
C2 1.537 1.677 -0.032  -0.297
C3 1.708 1.092 1.285  -0.347
C4 2.947 0.496 1.824  -0.058
H1 3.809 0.768 1.203  0.076
H2 2.904 -0.604 1.889  0.081
H3 3.117 0.866 2.843  0.077
C5 0.441 1.171 1.968  -0.282
C6 0.202 0.847 3.392  -0.039
H4 0.214 1.752 4.018  0.085
H5 0.982 0.180 3.774  0.079
H6 -0.769 0.359 3.550  0.060
C7 -0.519 1.715 1.053  -0.249
C8 -1.879 2.139 1.424  -0.113
H7 -2.613 1.247 1.521  -0.079
H8 -2.309 2.820 0.677  0.072
H9 -1.874 2.621 2.412  0.083
C9 2.649 2.033 -0.954  -0.041
H10 3.324 2.769 -0.491  0.083
H11 2.280 2.477 -1.885  0.066
H12 3.264 1.159 -1.207  0.066
C10 -0.467 2.561 -1.419  -0.046
H13 -1.502 2.224 -1.575  0.078
H14 0.091 2.295 -2.326  0.059
H15 -0.481 3.662 -1.355  0.084
C11 -2.507 -4.599 1.282  -0.191
H16 -3.307 -4.834 1.999  0.094
C12 -2.518 -5.153 -0.014  -0.139
H17 -3.354 -5.796 -0.293  0.069
C13 -1.452 -4.870 -0.874  -0.128
H18 -1.411 -5.316 -1.868  0.088
C14 -0.442 -4.023 -0.439  -0.071
H19 0.452 -3.808 -1.028  0.092
C15 -0.596 -3.360 0.818  -0.443
C16 0.101 -2.173 1.243  -0.200
H20 0.460 -2.235 2.286  0.005
C17 0.855 -0.822 -1.655  -0.229
C18 2.975 -1.574 -1.815  -0.118
H21 3.929 -1.950 -1.476  0.099
C19 2.516 -1.330 -3.075  -0.087
H22 2.983 -1.514 -4.030  0.110
N3 1.198 -0.840 -2.982  -0.012
C20 0.445 -0.127 -3.965  -0.113
C21 1.012 0.929 -4.710  -0.202
C22 0.159 1.760 -5.450  -0.021
H23 0.603 2.594 -6.000  0.116
C23 -1.227 1.585 -5.456  -0.274
C24 -2.153 2.515 -6.193  -0.064
H24 -3.012 2.768 -5.555  0.079
H25 -2.556 2.062 -7.110  0.079
H26 -1.646 3.446 -6.473  0.072
C25 -1.757 0.516 -4.730  -0.012
H27 -2.837 0.356 -4.718  0.118
C26 -0.947 -0.346 -3.992  -0.193
C27 -1.558 -1.500 -3.268  -0.040
H28 -1.372 -2.462 -3.771  0.095
H29 -2.644 -1.347 -3.228  0.077
H30 -1.182 -1.583 -2.237  0.046
C28 2.467 1.268 -4.724  -0.056
H31 2.935 0.958 -5.670  0.087
H32 3.044 0.827 -3.908  0.055
H33 2.572 2.360 -4.664  0.082
C29 -3.323 -1.093 0.305  -0.231
P1 -3.819 -0.018 1.678  0.913
C30 -5.529 0.512 1.497  -0.283
C31 -3.562 -0.873 3.236  -0.343
C32 -4.515 -0.734 4.264  -0.123
C33 -4.216 -1.145 5.560  -0.122
C34 -2.967 -1.707 5.865  -0.111
C35 -2.048 -1.931 4.828  -0.085
C36 -2.355 -1.552 3.524  -0.113
H34 -3.200 -0.489 -0.608  0.040
H35 -4.124 -1.834 0.167  0.043
H36 -2.384 -1.625 0.504  0.011
H37 -6.165 -0.360 1.693  0.035
H38 -5.701 0.861 0.473  0.040
H39 -5.768 1.322 2.202  0.042
H40 -5.483 -0.288 4.032  0.079
H41 -4.975 -1.022 6.338  0.090
H42 -2.716 -1.967 6.899  0.090
H43 -1.082 -2.406 5.032  0.108
H44 -1.672 -1.803 2.708  0.041

Values from the calculation:
Charge: -1
<S²>: 0.761
Electronic energy (eV): -74918.05083
Spin multiplicity: 2
Kohn-Sham gap (spin up / spin down) (eV): 4.6800 / 4.6930
M (Da): 597.61

---

Record 4
DFT (wB97M-V/def2-TZVPD) results for a structure of composition C36H45AsMnN6S in a non-equilibrium geometry.

Last column: Löwdin charge in e.
Cartesian coordinates (Å):
Mn1 0.223 0.092 -1.379  0.484
C1 -3.580 1.952 -2.140  -0.050
C2 -2.251 2.121 -1.461  -0.285
N1 -1.123 1.516 -2.009  -0.099
N2 -1.153 1.655 -3.416  -0.024
C3 -0.251 1.154 -4.231  -0.815
N3 -0.344 1.435 -5.551  0.102
S1 1.015 0.130 -3.692  0.690
C4 -2.160 2.924 -0.281  -0.260
C5 -3.300 3.538 0.281  -0.006
C6 -3.152 4.382 1.362  -0.050
C7 -1.887 4.619 1.881  -0.048
C8 -0.823 3.951 1.296  -0.148
N4 -0.943 3.118 0.273  0.046
H1 -3.547 1.138 -2.866  0.064
H2 -3.936 2.849 -2.659  0.096
H3 -4.355 1.698 -1.412  0.079
H4 -1.813 2.336 -3.770  0.154
H5 -0.886 2.225 -5.865  0.116
H6 0.448 1.191 -6.122  0.098
H7 -4.284 3.379 -0.135  0.106
H8 -4.022 4.864 1.788  0.117
H9 -1.724 5.295 2.709  0.110
H10 0.186 4.091 1.677  0.111
C9 4.272 -2.021 1.312  -0.025
C10 3.182 -2.798 0.560  -0.605
C11 3.729 -3.305 -0.786  -0.035
C12 2.695 -3.979 1.407  -0.033
C13 2.064 -1.885 0.282  -0.078
C14 1.173 -1.077 0.058  -0.221
H11 5.107 -2.690 1.523  0.098
H12 3.892 -1.636 2.260  0.080
H13 4.638 -1.186 0.714  0.090
H14 4.628 -3.898 -0.612  0.096
H15 3.987 -2.475 -1.443  0.092
H16 2.999 -3.942 -1.290  0.080
H17 3.512 -4.689 1.541  0.099
H18 1.867 -4.502 0.924  0.081
H19 2.369 -3.649 2.394  0.075
N5 -2.566 -4.204 -2.839  0.065
C15 -2.565 -2.946 -3.676  -0.075
C16 -2.212 -1.766 -2.784  -0.185
N6 -0.950 -1.962 -2.078  -0.106
C17 -0.944 -3.188 -1.291  -0.179
C18 -1.246 -4.416 -2.133  -0.076
H20 -2.792 -5.013 -3.420  0.188
H21 -3.309 -4.138 -2.139  0.185
H22 -3.547 -2.860 -4.138  0.143
H23 -1.814 -3.101 -4.452  0.145
H24 -3.005 -1.604 -2.045  0.129
H25 -2.153 -0.860 -3.390  0.110
H26 -0.193 -1.962 -2.761  0.051
H27 -1.687 -3.089 -0.492  0.137
H28 0.022 -3.298 -0.801  0.104
H29 -1.332 -5.328 -1.545  0.143
H30 -0.505 -4.562 -2.920  0.144
C19 2.011 -0.249 5.434  -0.056
C20 1.613 -1.287 4.602  -0.061
C21 1.248 -1.026 3.289  -0.105
C22 1.300 0.272 2.800  -0.354
C23 1.681 1.316 3.639  -0.127
C24 2.038 1.052 4.956  -0.053
As1 0.593 0.780 1.058  1.371
C25 1.991 2.055 0.481  -0.325
C26 3.263 1.857 1.016  -0.103
C27 4.351 2.492 0.435  -0.056
C28 4.184 3.300 -0.678  -0.057
C29 2.921 3.469 -1.223  -0.058
C30 1.819 2.844 -0.656  -0.128
C31 -1.277 0.678 1.656  -0.327
C32 -2.174 0.036 0.816  -0.140
C33 -3.496 -0.127 1.211  -0.078
C34 -3.921 0.376 2.430  -0.060
C35 -3.018 1.017 3.267  -0.048
C36 -1.690 1.160 2.890  -0.077
H31 2.295 -0.454 6.458  0.115
H32 1.579 -2.300 4.981  0.112
H33 0.915 -1.836 2.654  0.093
H34 1.714 2.335 3.273  0.107
H35 2.341 1.865 5.602  0.116
H36 3.423 1.216 1.868  0.092
H37 5.335 2.351 0.863  0.115
H38 5.040 3.792 -1.122  0.115
H39 2.785 4.094 -2.096  0.113
H40 0.830 2.986 -1.060  0.067
H41 -1.861 -0.362 -0.142  0.052
H42 -4.196 -0.637 0.560  0.102
H43 -4.953 0.262 2.734  0.114
H44 -3.343 1.405 4.224  0.118
H45 -0.995 1.641 3.565  0.109

Values from the calculation:
Charge: +2
<S²>: 9.214
Electronic energy (eV): -149979.90934
Spin multiplicity: 6
Kohn-Sham gap (spin up / spin down) (eV): 5.6816 / 6.6288
M (Da): 723.73
Energy relative to the best compared isomer or geometry (same formula, charge and spin) (kcal/mol): 98.7

---

Q: Which of these has the highest electronic energy?
A: C36H44N3PTi

---

Q: Which formula does entry 3 have?
A: C36H44N3PTi